The following is a DFT calculation (ωB97M-V with the def2-TZVPD basis set) of 9 unconnected molecules or ions with the total composition C81H171N9O9 at a distorted geometry.

Computed properties:
ΔE to the lowest compared entry with this formula, charge and spin ... 176.08 kJ/mol
Frontier orbital gap ... 8.8190 eV
Energy ... -4358.4187 Ha
SMILES ... CC1(C)CCCC(C)(C)N1O.CC1(C)CCCC(C)(C)N1O.CC1(C)CCCC(C)(C)N1O.CC1(C)CCCC(C)(C)N1O.CC1(C)CCCC(C)(C)N1O.CC1(C)CCCC(C)(C)N1O.CC1(C)CCCC(C)(C)N1O.CC1(C)CCCC(C)(C)N1O.CC1(C)CCCC(C)(C)N1O

```
! wB97M-V def2-TZVPD RIJCOSX def2/J DEFGRID3
* xyz 0 1
C 1.687 -7.290 -3.524
C 1.854 -7.244 -1.960
C 3.171 -6.428 -1.623
C 0.656 -6.653 -1.278
C -0.549 -7.580 -1.305
C -0.210 -8.965 -0.719
C 1.086 -9.637 -1.373
C 1.517 -10.789 -0.501
C 0.665 -10.200 -2.728
N 2.142 -8.594 -1.414
O 3.243 -9.140 -2.058
H 0.863 -7.887 -3.962
H 1.544 -6.235 -3.786
H 2.621 -7.742 -3.923
H 4.032 -6.758 -2.177
H 3.137 -5.340 -1.680
H 3.255 -6.638 -0.556
H 0.873 -6.412 -0.217
H 0.434 -5.720 -1.801
H -1.405 -7.264 -0.719
H -0.878 -7.711 -2.319
H -1.031 -9.640 -0.896
H -0.061 -8.806 0.337
H 2.316 -11.365 -0.968
H 0.709 -11.523 -0.269
H 1.850 -10.387 0.471
H 0.035 -11.065 -2.419
H 1.545 -10.526 -3.319
H 0.095 -9.567 -3.405
H 3.889 -9.441 -1.435
C 5.195 -1.480 3.839
C 4.182 -0.988 4.810
C 4.871 -0.977 6.253
C 3.740 0.465 4.440
C 2.560 0.930 5.261
C 1.391 0.027 5.044
C 1.744 -1.526 5.339
C 1.771 -1.664 6.872
C 0.588 -2.408 4.745
N 2.995 -1.854 4.632
O 3.382 -3.166 4.982
H 4.799 -1.613 2.831
H 5.976 -0.720 3.870
H 5.667 -2.396 4.128
H 4.288 -0.447 7.014
H 4.983 -1.993 6.633
H 5.829 -0.470 6.159
H 4.578 1.166 4.437
H 3.391 0.297 3.403
H 2.878 0.826 6.325
H 2.279 1.969 5.021
H 0.954 0.158 4.040
H 0.524 0.383 5.582
H 2.419 -0.998 7.420
H 2.118 -2.712 7.069
H 0.737 -1.607 7.264
H 0.695 -3.407 5.130
H 0.513 -2.433 3.665
H -0.358 -2.135 5.187
H 3.365 -3.676 4.156
C 0.698 8.781 4.664
C 0.745 7.300 4.332
C 0.674 6.435 5.566
C -0.483 6.934 3.429
C -0.263 5.625 2.660
C 1.049 5.523 1.919
C 2.240 5.778 2.871
C 2.413 4.552 3.822
C 3.540 5.934 2.099
N 2.003 7.066 3.554
O 3.040 7.362 4.478
H 0.783 9.359 3.765
H -0.259 9.017 5.129
H 1.536 8.979 5.353
H -0.101 6.951 6.160
H 0.479 5.403 5.327
H 1.597 6.498 6.140
H -1.349 6.884 4.105
H -0.727 7.651 2.650
H -0.394 4.708 3.254
H -1.116 5.581 1.998
H 0.984 6.153 1.015
H 1.205 4.497 1.596
H 1.586 4.439 4.543
H 3.378 4.628 4.342
H 2.392 3.613 3.231
H 3.701 5.109 1.389
H 4.361 5.950 2.821
H 3.582 6.895 1.591
H 3.480 8.125 4.071
C 5.544 2.688 -5.080
C 6.157 2.079 -3.819
C 6.392 0.614 -4.084
C 7.499 2.747 -3.437
C 8.015 2.296 -2.054
C 6.939 2.543 -1.020
C 5.607 1.833 -1.326
C 5.624 0.300 -1.122
C 4.562 2.414 -0.316
N 5.202 2.297 -2.635
O 4.000 1.655 -2.981
H 6.266 2.664 -5.917
H 4.638 2.219 -5.397
H 5.311 3.736 -4.888
H 6.991 0.532 -4.987
H 6.927 0.129 -3.300
H 5.474 0.090 -4.271
H 8.250 2.462 -4.184
H 7.445 3.855 -3.442
H 8.356 1.261 -2.091
H 8.904 2.875 -1.775
H 6.784 3.632 -0.962
H 7.223 2.187 -0.016
H 6.481 -0.247 -1.485
H 4.737 -0.162 -1.527
H 5.571 0.112 -0.047
H 3.652 1.854 -0.440
H 4.430 3.497 -0.397
H 4.972 2.216 0.686
H 3.317 2.341 -3.038
C -2.899 -0.447 -6.203
C -3.920 0.276 -5.325
C -5.267 -0.436 -5.495
C -3.539 0.137 -3.835
C -4.462 0.909 -2.927
C -4.523 2.434 -3.303
C -4.781 2.643 -4.829
C -6.306 2.392 -5.029
C -4.524 3.979 -5.454
N -3.866 1.674 -5.587
O -4.139 1.809 -6.971
H -2.843 -1.433 -5.719
H -3.323 -0.507 -7.206
H -1.932 0.106 -6.157
H -5.076 -1.504 -5.545
H -6.044 -0.276 -4.730
H -5.770 -0.189 -6.418
H -3.655 -0.892 -3.486
H -2.502 0.448 -3.650
H -5.482 0.539 -2.990
H -4.104 0.844 -1.906
H -3.560 2.904 -3.099
H -5.365 2.892 -2.761
H -6.869 3.288 -4.670
H -6.649 1.533 -4.492
H -6.543 2.344 -6.080
H -4.888 4.817 -4.848
H -5.009 4.049 -6.419
H -3.465 4.108 -5.676
H -3.396 2.198 -7.451
C -3.406 -8.203 1.948
C -3.866 -6.734 1.968
C -5.332 -6.631 2.491
C -2.963 -5.944 2.930
C -3.022 -4.454 2.696
C -2.718 -4.044 1.251
C -3.759 -4.760 0.253
C -5.098 -4.077 0.444
C -3.335 -4.548 -1.206
N -3.700 -6.218 0.567
O -4.578 -6.901 -0.301
H -3.510 -8.633 2.930
H -4.031 -8.799 1.271
H -2.379 -8.224 1.511
H -5.674 -5.652 2.799
H -5.994 -7.070 1.754
H -5.373 -7.280 3.384
H -3.199 -6.154 3.982
H -1.934 -6.284 2.846
H -3.894 -3.938 3.079
H -2.257 -3.931 3.285
H -1.719 -4.425 0.958
H -2.735 -2.955 0.992
H -4.992 -3.072 0.023
H -5.413 -4.022 1.491
H -5.859 -4.607 -0.127
H -4.169 -4.883 -1.851
H -2.403 -5.082 -1.414
H -3.176 -3.487 -1.478
H -4.042 -7.545 -0.762
C -0.405 1.798 0.771
C -0.233 0.684 -0.320
C -1.628 0.023 -0.509
C 0.222 1.209 -1.687
C 0.593 0.110 -2.669
C 1.552 -0.930 -2.061
C 1.161 -1.425 -0.660
C 0.092 -2.510 -0.857
C 2.363 -2.040 0.058
N 0.794 -0.247 0.212
O 0.252 -0.799 1.382
H 0.562 2.051 1.225
H -0.791 2.693 0.290
H -1.114 1.447 1.519
H -2.324 0.873 -0.681
H -1.608 -0.685 -1.353
H -2.015 -0.393 0.417
H -0.540 1.877 -2.106
H 1.084 1.902 -1.589
H -0.251 -0.471 -3.046
H 1.009 0.577 -3.568
H 2.577 -0.517 -2.046
H 1.642 -1.772 -2.745
H -0.456 -2.688 0.058
H 0.627 -3.385 -1.221
H -0.647 -2.275 -1.616
H 2.866 -2.837 -0.514
H 2.052 -2.477 0.999
H 2.997 -1.163 0.276
H 0.843 -0.628 2.121
C -4.366 1.463 5.187
C -3.619 0.528 4.271
C -2.118 0.814 4.330
C -3.941 -0.956 4.701
C -5.345 -1.337 4.274
C -5.632 -1.122 2.801
C -5.341 0.336 2.352
C -5.393 0.416 0.807
C -6.466 1.194 2.865
N -3.976 0.676 2.802
O -3.813 2.026 2.569
H -4.151 2.512 4.961
H -5.431 1.331 5.338
H -3.924 1.370 6.178
H -1.693 0.717 5.339
H -1.614 0.211 3.570
H -1.891 1.869 4.107
H -3.189 -1.641 4.273
H -3.778 -0.965 5.778
H -5.460 -2.402 4.539
H -6.027 -0.786 4.932
H -6.717 -1.286 2.603
H -5.033 -1.838 2.201
H -6.336 -0.002 0.436
H -4.579 -0.105 0.309
H -5.330 1.505 0.528
H -6.543 1.223 3.937
H -7.391 0.752 2.483
H -6.298 2.205 2.489
H -3.075 2.034 1.915
C 2.076 4.615 -2.197
C 2.185 5.588 -3.377
C 3.385 6.491 -3.094
C 2.318 4.698 -4.661
C 0.999 3.958 -4.978
C -0.145 4.965 -5.101
C -0.295 5.856 -3.895
C -1.239 7.093 -4.172
C -0.869 4.973 -2.773
N 1.022 6.458 -3.591
O 0.819 7.189 -2.370
H 1.731 5.127 -1.290
H 1.299 3.894 -2.393
H 3.050 4.167 -2.022
H 4.262 5.930 -3.328
H 3.258 7.382 -3.702
H 3.444 6.793 -2.047
H 2.754 5.166 -5.549
H 3.051 3.909 -4.443
H 0.999 3.368 -5.900
H 0.832 3.304 -4.134
H -1.103 4.469 -5.240
H -0.029 5.637 -5.953
H -0.848 7.692 -5.005
H -1.272 7.747 -3.308
H -2.231 6.803 -4.466
H -1.878 5.300 -2.552
H -0.408 5.097 -1.773
H -1.056 3.959 -3.127
H 1.125 8.092 -2.513
*
```